#w
C5H13N3O2 | ωB97M-V/def2-TZVPD

highest occupied orbital energy: -8.6 eV
frontier orbital gap: 0.351 Eh
multiplicity: 1

Atoms and positions in Å:
C  0.14  2.93  -2.11
N  0.34  2.37  -0.74
O  0.58  3.06  0.26
N  0.41  1.14  -0.51
O  0.04  0.25  -1.54
H  0.14  3.97  -2.05
H  -0.79  2.58  -2.51
H  0.84  2.51  -2.78
H  -0.06  -0.64  -1.15
C  2.31  -0.93  1.07
C  1.00  -1.53  1.34
N  0.02  -1.45  0.54
C  -1.27  -1.98  0.89
C  -2.31  -0.92  0.54
H  3.10  -1.37  1.76
H  2.70  -1.06  0.10
H  2.34  0.07  1.38
H  0.90  -2.06  2.24
H  -1.25  -2.34  1.92
H  -1.42  -2.79  0.13
H  -1.89  -0.02  0.76
H  -2.67  -0.69  -0.56
H  -3.20  -1.11  1.02



#x
C5H13N3O2 | ωB97M-V/def2-TZVPD

highest occupied orbital energy: -8.5 eV
frontier orbital gap: 0.325 Eh
multiplicity: 1

Atoms and positions in Å:
C  0.53  0.37  3.29
N  0.10  -0.84  3.29
O  -0.74  -1.49  2.61
O  1.02  -1.62  4.09
H  1.34  0.61  3.94
H  -0.24  1.02  2.90
H  0.51  -2.39  4.45
C  -2.21  0.50  -1.92
C  -1.14  -0.56  -1.73
C  0.20  -0.03  -1.13
N  0.94  -0.91  -0.47
N  0.51  1.15  -1.47
C  1.75  1.77  -1.18
H  -2.64  0.82  -0.93
H  -2.99  0.05  -2.49
H  -1.80  1.43  -2.31
H  -1.52  -1.34  -1.09
H  -0.88  -0.80  -2.79
H  0.40  -1.72  -0.27
H  1.72  -0.69  0.28
H  1.86  2.58  -1.88
H  1.67  2.14  -0.09
H  2.58  0.99  -1.22



#y
C5H13N3O2 | ωB97M-V/def2-TZVPD

highest occupied orbital energy: -8.5 eV
frontier orbital gap: 0.334 Eh
multiplicity: 1

Atoms and positions in Å:
H  -1.84  -2.13  -2.21
N  -1.34  -1.43  -1.92
C  0.01  -1.20  -1.77
N  0.96  -2.22  -2.01
N  0.58  0.09  -1.64
C  -0.07  1.33  -1.85
C  -0.72  1.78  -0.57
H  0.71  -3.18  -2.23
H  1.88  -1.91  -1.88
H  1.56  0.12  -1.46
H  -0.99  1.29  -2.52
H  0.70  2.14  -2.27
H  -1.80  1.33  -0.51
H  -0.87  2.95  -0.56
H  -0.53  1.45  0.37
C  0.69  0.81  2.53
C  -0.21  -0.22  3.27
O  -0.71  -0.17  4.39
O  -0.33  -1.45  2.69
H  1.66  0.75  3.08
H  0.27  1.78  2.45
H  1.11  0.33  1.47
H  -0.71  -2.24  3.18



Stability summary - winner: #y; margin: 46.8 kcal/mol.



#w
CH2BrClO | ωB97M-V/def2-TZVPD

highest occupied orbital energy: -10.5 eV
frontier orbital gap: 0.402 Eh
multiplicity: 1

Atoms and positions in Å:
O  -0.82  -0.74  -0.42
C  0.16  0.14  0.42
Cl  -0.02  1.80  -0.14
Br  1.98  -0.62  0.02
H  -1.13  -0.49  -1.36
H  -0.17  -0.09  1.48



#x
CH2BrClO | ωB97M-V/def2-TZVPD

highest occupied orbital energy (alpha / beta): -9.5 / -9.5 eV
frontier orbital gap (alpha / beta): 0.273 / 0.271 Eh
multiplicity: 1

Atoms and positions in Å:
C  0.01  -0.38  -0.12
O  0.23  0.52  -1.11
Cl  -2.00  0.69  1.49
Br  1.40  -0.82  1.11
H  -0.55  -1.15  -0.48
H  0.91  1.13  -0.89



Stability summary - winner: #w; margin: 30.9 kcal/mol.



#w
C5H5FOS | ωB97M-V/def2-TZVPD

highest occupied orbital energy: -8.3 eV
frontier orbital gap: 0.248 Eh
multiplicity: 1

Atoms and positions in Å:
C  0.92  0.86  0.28
C  -0.34  1.73  -0.28
C  0.99  -0.52  -0.39
C  -0.03  -1.37  -0.53
C  -1.26  -1.16  0.39
H  1.96  1.23  0.04
H  -1.60  1.61  0.20
H  2.22  -0.76  -0.60
H  0.25  -2.43  -0.92
H  -1.59  -2.25  0.58
O  0.08  2.32  -1.31
F  0.75  0.65  1.66
S  -2.35  0.08  0.87



#x
C5H5FOS | ωB97M-V/def2-TZVPD

highest occupied orbital energy: -8.9 eV
frontier orbital gap: 0.327 Eh
multiplicity: 1

Atoms and positions in Å:
C  -2.16  -1.18  0.03
C  -0.79  -1.11  -0.14
C  -0.10  0.09  0.38
C  -0.29  1.38  0.13
F  0.60  2.39  -0.04
O  1.20  -0.12  0.78
C  2.27  0.20  0.04
S  3.82  -0.52  0.02
H  -2.41  -0.25  0.66
H  -2.67  -2.10  -0.26
H  -0.07  -1.78  -0.79
H  -1.33  1.80  -0.21
H  1.94  1.19  -0.60



#y
C5H5FOS | ωB97M-V/def2-TZVPD

highest occupied orbital energy: -9.4 eV
frontier orbital gap: 0.324 Eh
multiplicity: 1

Atoms and positions in Å:
C  -0.22  -0.91  -0.18
C  -0.33  0.20  0.98
C  0.54  1.25  0.71
C  0.85  1.07  -0.88
C  0.57  -0.15  -1.20
H  -2.81  -1.73  0.63
H  0.68  -1.63  0.33
H  -1.18  -0.15  1.71
H  0.68  2.21  1.35
H  1.14  2.04  -1.61
O  1.04  0.09  1.45
F  0.80  -0.79  -2.38
S  -1.78  -1.50  -0.91



Stability summary - winner: #x; margin: 23.3 kcal/mol.



#w
C5H8N2 | ωB97M-V/def2-TZVPD

highest occupied orbital energy: -9.7 eV
frontier orbital gap: 0.372 Eh
multiplicity: 1

Atoms and positions in Å:
C  0.38  0.96  -1.48
C  -0.12  -0.16  -0.95
C  -1.27  0.12  -0.02
C  -1.04  0.87  1.22
N  -0.92  1.57  2.13
H  0.29  1.87  -0.89
H  0.80  1.02  -2.46
H  -0.12  -1.13  -1.43
H  -1.67  0.86  -0.72
H  -1.97  -0.70  0.08
C  1.33  -1.04  0.59
N  0.39  -1.55  1.29
H  1.81  -0.08  0.78
H  1.77  -1.64  -0.21
H  0.18  -0.93  2.08



#x
C5H8N2 | ωB97M-V/def2-TZVPD

highest occupied orbital energy: -8.8 eV
frontier orbital gap: 0.357 Eh
multiplicity: 1

Atoms and positions in Å:
C  -2.13  0.34  0.12
C  -0.96  -0.49  -0.36
N  0.34  -0.07  0.16
C  1.40  -0.96  0.19
C  2.54  -0.22  0.08
N  2.21  1.12  0.02
C  0.91  1.17  0.06
H  -3.06  -0.09  -0.26
H  -2.17  0.35  1.22
H  -2.07  1.37  -0.24
H  -0.91  -0.51  -1.45
H  -1.07  -1.54  -0.05
H  1.20  -2.02  0.27
H  3.56  -0.57  0.01
H  0.32  2.09  0.07



Stability summary - winner: #x; margin: 73.1 kcal/mol.